{
  "formula": "C14H22CdNO5P",
  "method": "ωB97M-V/def2-TZVPD",
  "homo_ev": -14.76,
  "charge": 2,
  "e_tot_ha": -1485.97750,
  "gap_ev": 4.06,
  "elements": ["C", "C", "C", "C", "C", "C", "C", "C", "C", "C", "C", "C", "P", "N", "O", "O", "C", "O", "O", "C", "O", "H", "H", "H", "H", "H", "H", "H", "H", "H", "H", "H", "H", "H", "H", "H", "H", "H", "H", "H", "H", "H", "H", "Cd"],
  "xyz": [[1.950, -3.332, -0.273], [1.597, -2.409, 0.827], [0.511, -2.757, 1.770], [2.354, -1.205, 0.943], [2.577, -0.294, -0.213], [2.556, 1.199, 0.170], [1.743, 2.128, -0.720], [1.565, 3.513, -0.044], [0.411, 1.519, -1.176], [-0.399, 0.895, -0.027], [-1.397, -0.114, -0.491], [-2.740, -0.167, -0.560], [-4.010, 1.026, -0.066], [-5.248, 0.448, 0.612], [-4.203, 1.962, -1.338], [-3.171, 2.062, 0.838], [-3.060, -1.502, -1.166], [-4.034, -2.125, -1.163], [-1.841, -2.048, -1.679], [-0.872, -1.408, -1.009], [0.215, -1.870, -0.783], [1.217, -4.130, -0.390], [2.950, -3.748, -0.065], [2.025, -2.767, -1.215], [0.017, -3.690, 1.495], [-0.233, -1.956, 1.802], [0.941, -2.852, 2.784], [2.911, -1.015, 1.872], [1.856, -0.562, -0.990], [3.603, -0.515, -0.573], [2.275, 1.046, 1.225], [3.570, 1.616, 0.223], [2.358, 2.270, -1.617], [0.510, 3.742, 0.129], [2.105, 3.577, 0.911], [1.985, 4.314, -0.658], [0.592, 0.793, -1.978], [-0.212, 2.317, -1.596], [-0.907, 1.681, 0.540], [0.263, 0.334, 0.659], [-5.314, -0.557, 0.712], [-4.387, 1.485, -2.163], [-3.748, 2.262, 1.598], [1.120, 0.837, 2.841]],
  "forces_ev_per_angstrom": [[0.98, -0.48, 0.02], [-0.35, 0.12, -0.72], [0.07, -0.20, 0.46], [-0.28, 0.61, 0.50], [0.06, -0.61, -0.06], [1.09, -0.19, -0.27], [-0.23, 0.20, 0.06], [0.30, -0.02, 0.08], [-0.18, 0.13, -0.04], [-0.28, 0.00, 0.29], [-0.34, 0.23, -0.05], [1.04, 0.09, -0.29], [-0.62, 0.39, 0.25], [0.66, -0.17, -0.23], [0.49, -0.42, -0.17], [-0.42, -0.22, 0.11], [0.82, 0.88, 0.13], [-1.49, -0.78, -0.30], [0.66, -0.30, 0.63], [-1.43, 0.55, -0.20], [-0.50, 0.20, -0.73], [0.18, 0.07, 0.08], [-0.12, -0.08, 0.02], [0.37, -0.38, 0.42], [0.16, 0.08, 0.08], [0.20, -0.14, 0.08], [-0.06, 0.04, -0.13], [0.06, -0.38, -0.20], [0.39, 0.22, 0.12], [-0.12, 0.01, 0.12], [-0.08, 1.31, -0.21], [-0.12, -0.20, 0.11], [-0.15, -0.02, 0.07], [0.10, -0.01, 0.03], [-0.15, -0.05, -0.10], [-0.20, -0.13, 0.02], [-0.13, 0.05, 0.13], [0.18, -0.19, -0.16], [0.05, -0.10, 0.02], [-0.14, 0.14, -0.35], [-0.32, 0.10, 0.05], [-0.34, 0.21, 0.15], [0.25, 0.07, -0.05], [-0.03, -0.63, 0.24]],
  "mulliken_charge": [-1.183, 1.112, -1.361, -0.795, 0.389, -0.902, 0.630, -1.459, -1.455, 2.126, 0.119, -0.001, 1.235, -0.771, -0.522, -0.596, -0.154, -0.355, -0.351, -0.349, -0.330, 0.379, 0.438, 0.364, 0.353, 0.353, 0.330, 0.668, 0.098, 0.649, -0.146, 0.404, 0.497, 0.372, 0.310, 0.362, 0.435, 0.563, 1.131, -2.100, 0.267, 0.377, 0.341, 0.529]
}

***

{
  "formula": "C14H22Cl2N4Sn",
  "method": "ωB97M-V/def2-TZVPD",
  "homo_ev": -15.13,
  "charge": 2,
  "e_tot_ha": -1899.88119,
  "gap_ev": 7.89,
  "elements": ["Sn", "C", "C", "N", "C", "C", "C", "C", "N", "H", "H", "H", "H", "H", "H", "H", "H", "H", "H", "H", "H", "H", "H", "N", "C", "N", "C", "C", "C", "C", "C", "C", "H", "H", "H", "H", "H", "H", "Cl", "C", "Cl", "H", "H"],
  "xyz": [[-0.899, 1.356, 0.138], [-0.353, -2.270, 0.624], [0.921, -1.537, 1.015], [0.833, -0.825, 2.300], [0.564, -1.676, 3.485], [-0.876, -1.597, 3.962], [0.967, 0.484, 2.410], [1.225, 1.088, 3.757], [0.876, 1.302, 1.343], [-0.241, -2.683, -0.379], [-1.228, -1.610, 0.617], [-0.575, -3.098, 1.296], [1.200, -0.817, 0.257], [1.748, -2.242, 1.114], [1.253, -1.405, 4.282], [0.810, -2.694, 3.189], [-1.132, -0.599, 4.319], [-1.025, -2.290, 4.789], [-1.573, -1.869, 3.169], [1.952, 0.514, 4.325], [0.300, 1.132, 4.336], [1.592, 2.105, 3.644], [1.170, 2.235, 1.613], [1.603, -0.091, -3.084], [1.381, 0.668, -2.016], [0.103, 0.643, -1.659], [-0.551, -0.199, -2.578], [-1.888, -0.584, -2.679], [-2.211, -1.454, -3.698], [-1.240, -1.927, -4.601], [0.080, -1.543, -4.513], [0.397, -0.670, -3.477], [2.498, -0.206, -3.538], [2.152, 1.243, -1.525], [-2.652, -0.204, -2.013], [-3.235, -1.783, -3.811], [-1.542, -2.604, -5.389], [0.822, -1.897, -5.215], [-0.873, 3.813, -1.197], [-0.680, 5.654, -1.264], [0.109, 6.273, 0.142], [-1.695, 6.026, -1.337], [-0.090, 5.836, -2.153]],
  "forces_ev_per_angstrom": [[-0.48, -0.30, 0.14], [-0.02, 0.02, -0.09], [-0.20, -0.01, 0.09], [-0.27, 0.15, 0.00], [0.23, -0.04, 0.03], [-0.05, 0.03, -0.07], [0.04, -0.02, 0.12], [0.02, 0.04, 0.00], [0.25, 0.00, 0.10], [0.01, -0.01, 0.01], [0.03, 0.01, -0.01], [-0.01, 0.03, 0.01], [0.11, 0.10, -0.09], [-0.01, -0.04, 0.00], [0.01, -0.03, -0.01], [0.04, 0.01, 0.00], [-0.02, 0.00, 0.00], [0.02, 0.01, 0.01], [-0.01, 0.00, 0.02], [0.01, 0.02, 0.00], [0.01, -0.01, 0.00], [0.00, 0.00, 0.02], [0.03, 0.01, -0.07], [-0.06, -0.02, -0.04], [-0.03, 0.07, -0.05], [0.11, -0.10, -0.07], [0.01, 0.05, 0.08], [0.00, 0.06, 0.00], [0.05, -0.05, -0.03], [-0.05, 0.01, 0.02], [0.02, 0.01, 0.00], [0.14, -0.03, -0.07], [-0.01, 0.01, 0.00], [-0.01, -0.05, 0.04], [-0.02, -0.04, 0.03], [0.00, 0.03, -0.02], [-0.01, 0.00, 0.01], [0.00, 0.00, 0.01], [0.05, 0.21, -0.35], [0.03, 0.00, 0.19], [0.05, 0.00, 0.09], [-0.03, -0.04, -0.02], [-0.01, -0.08, -0.04]],
  "mulliken_charge": [0.847, -0.971, -0.847, 0.294, -0.881, -0.912, 1.011, -1.575, -0.629, 0.373, 0.227, 0.404, 0.394, 0.398, 0.456, 0.406, 0.255, 0.389, 0.273, 0.366, 0.292, 0.469, 0.266, -0.011, -0.451, -0.007, 0.805, -0.586, -0.841, -0.506, -1.005, 0.802, 0.226, 0.461, 0.341, 0.429, 0.425, 0.439, -0.056, -0.336, -0.078, 0.334, 0.310]
}